11 unconnected molecules or ions with the total composition C36H96B5F20N6O12 at a distorted geometry. Source: the Open Molecules 2025 dataset; level of theory: wB97M-V/def2-TZVPD.

The geometry in XYZ format:
```
175
Properties=species:S:1:pos:R:3:forces:R:3:mulliken_charge:R:1
C 2.069 0.347 -2.115 -0.823 0.376 -1.332 -0.8008
O 0.933 -0.473 -1.933 -0.713 -1.357 0.081 -0.2699
C 0.413 -1.139 -3.098 -0.614 1.293 0.014 -0.4068
C -0.535 -2.259 -2.688 -0.111 0.225 1.604 -0.8331
N -1.624 -1.787 -1.611 0.595 0.225 -1.608 -0.2370
H -2.269 -2.553 -1.480 0.295 -0.729 0.199 0.4114
H -1.191 -1.587 -0.721 0.293 0.267 0.479 0.4028
C -2.601 -0.657 -2.010 1.355 -0.216 0.338 -0.7897
C -2.191 0.688 -1.426 0.229 -1.091 1.740 -0.2673
O -1.924 0.467 0.013 -0.420 -0.470 -2.287 -0.3489
C -1.873 1.696 0.693 1.011 -0.208 -0.123 -0.8101
H 2.325 0.765 -1.142 0.151 -0.140 -0.251 0.2047
H 1.778 1.111 -2.835 0.034 0.741 0.285 0.3788
H 2.885 -0.127 -2.661 0.303 -0.612 0.590 0.3102
H 1.222 -1.416 -3.773 -0.021 -0.787 0.160 0.5335
H -0.197 -0.480 -3.716 0.087 0.777 0.028 0.2983
H 0.077 -3.016 -2.197 -0.525 -0.261 0.200 0.3738
H -1.155 -2.690 -3.475 0.440 0.179 -0.229 0.4301
H -3.539 -0.997 -1.572 -0.153 0.268 -0.527 0.4211
H -2.527 -0.646 -3.097 -0.763 0.128 0.035 0.3752
H -3.035 1.374 -1.504 0.148 0.124 -0.360 0.4830
H -1.272 1.059 -1.880 -0.156 0.224 -0.129 0.2496
H -2.836 1.850 1.180 0.275 0.498 0.207 0.2507
H -1.561 2.487 0.010 -0.577 0.347 -0.073 0.3831
H -0.999 1.618 1.341 -0.474 0.057 0.754 0.2588
C -4.798 4.066 7.913 0.066 0.592 0.976 -0.7315
O -3.663 4.906 7.648 0.508 0.824 1.527 -0.3377
C -2.919 5.325 8.859 -0.187 -1.220 -1.482 -0.6777
C -2.312 6.689 8.627 -1.680 0.179 -0.326 -0.5709
N -3.452 7.711 8.401 0.975 -0.378 0.896 -0.2026
H -3.998 7.461 7.590 -0.149 0.008 -0.645 0.3893
H -4.072 7.630 9.195 -0.457 -0.177 0.288 0.3666
C -2.935 9.116 8.389 -1.283 0.334 -1.750 -0.6838
C -4.095 10.166 8.318 0.479 -0.227 -0.158 -0.5953
O -5.053 9.922 7.298 0.094 -1.340 0.745 -0.3136
C -6.247 10.664 7.523 -0.397 0.145 -0.911 -0.7575
H -5.484 4.583 8.584 -0.327 0.396 -0.111 0.3236
H -4.537 3.195 8.514 0.302 -0.451 -0.603 0.3222
H -5.324 3.854 6.982 0.431 -0.160 0.090 0.2591
H -2.092 4.629 9.001 0.180 -0.093 -0.086 0.4206
H -3.473 5.243 9.794 -0.627 0.267 -0.139 0.4192
H -1.718 6.679 7.713 0.221 0.255 0.281 0.4000
H -1.822 7.040 9.536 0.424 -0.106 -0.335 0.4039
H -2.395 9.194 7.446 0.575 0.044 0.325 0.4445
H -2.329 9.187 9.293 0.049 0.526 -0.315 0.3711
H -3.662 11.126 8.037 0.417 0.167 0.719 0.4307
H -4.534 10.184 9.316 -0.410 0.342 0.060 0.4102
H -6.034 11.718 7.342 -0.084 0.215 0.671 0.3151
H -6.760 10.418 8.453 0.502 0.310 0.452 0.3224
H -7.003 10.426 6.775 0.437 -0.414 -0.360 0.2715
C -10.155 1.610 -1.015 -0.652 -0.836 -0.698 -0.7508
O -10.595 1.446 -2.395 -0.859 0.732 -0.585 -0.3170
C -11.986 1.086 -2.567 1.036 -0.699 1.698 -0.5254
C -12.400 0.731 -3.977 1.087 0.386 0.262 -0.7000
N -12.288 1.950 -4.852 0.224 0.141 -0.106 -0.1635
H -12.709 1.636 -5.715 0.074 0.235 -1.006 0.4050
H -12.874 2.715 -4.550 -0.183 0.298 0.488 0.3498
C -10.865 2.446 -5.218 -0.824 -2.152 -1.662 -0.6877
C -10.963 3.113 -6.636 0.565 -0.498 0.797 -0.5964
O -11.676 2.295 -7.569 -0.436 -0.025 0.768 -0.3429
C -11.707 2.890 -8.869 -0.573 1.464 0.062 -0.8011
H -10.906 2.093 -0.389 -0.088 0.269 -0.162 0.3367
H -9.223 2.175 -1.005 -0.193 -0.095 -0.216 0.2477
H -10.003 0.605 -0.621 0.221 0.014 0.186 0.3003
H -12.679 1.826 -2.168 0.093 0.717 -0.130 0.3622
H -12.149 0.260 -1.875 -0.272 -0.590 -0.341 0.4813
H -13.416 0.337 -4.010 -0.124 0.411 0.141 0.3917
H -11.795 -0.013 -4.496 0.314 -0.055 0.414 0.3802
H -10.389 1.473 -5.339 0.428 0.101 -0.171 0.3754
H -10.321 2.903 -4.391 -0.620 0.546 -0.212 0.4396
H -9.942 3.181 -7.011 0.156 0.516 0.231 0.4607
H -11.414 4.094 -6.484 -0.088 0.233 -0.523 0.4100
H -12.071 3.914 -8.788 0.613 0.625 0.461 0.3201
H -12.528 2.593 -9.521 0.366 -1.502 0.252 0.3046
H -10.730 2.905 -9.352 -0.099 -0.312 -0.014 0.3197
C 4.578 1.846 2.684 1.160 -0.346 -0.984 -0.8392
O 5.574 2.894 2.785 -0.635 0.207 -0.225 -0.2778
C 4.997 4.096 3.344 1.424 -2.260 -0.008 -0.4813
C 6.158 4.977 3.743 -0.423 0.557 -0.061 -0.8113
N 7.237 5.165 2.659 -0.915 1.015 0.382 -0.1426
H 8.012 5.610 3.129 0.361 0.360 0.037 0.3952
H 7.571 4.240 2.428 -0.132 -0.610 -0.658 0.4178
C 6.852 5.963 1.409 -0.193 -1.742 -1.059 -0.5396
C 7.860 5.792 0.249 1.139 -0.718 1.590 -0.6544
O 8.231 4.366 0.078 -1.647 3.139 0.706 -0.2341
C 9.109 4.190 -1.014 0.117 -1.114 0.576 -0.7601
H 3.684 2.182 2.159 -0.264 0.242 0.610 0.3411
H 4.447 1.314 3.627 -0.461 0.488 0.184 0.3175
H 4.988 1.100 2.004 0.253 0.034 0.011 0.2590
H 4.587 3.723 4.282 -0.759 0.795 0.148 0.4071
H 4.261 4.508 2.653 -0.005 0.322 0.242 0.4484
H 6.695 4.611 4.618 -0.021 -0.412 -0.230 0.4091
H 5.690 5.902 4.080 0.552 0.568 -0.485 0.3786
H 6.732 7.018 1.657 -0.230 -0.255 0.105 0.3854
H 5.954 5.466 1.041 -0.422 0.455 0.440 0.3051
H 8.709 6.395 0.571 0.812 -0.307 -0.155 0.3657
H 7.532 6.325 -0.643 -0.542 -0.593 -0.203 0.4585
H 9.044 3.106 -1.113 0.364 0.047 -0.727 0.2172
H 10.119 4.443 -0.690 0.172 0.280 -0.381 0.3049
H 8.796 4.702 -1.923 0.031 0.000 0.069 0.3297
C -1.447 -16.705 -3.407 -0.231 0.669 -0.975 -0.7560
O -1.674 -15.278 -3.250 -0.149 -0.493 1.027 -0.3051
C -3.070 -15.028 -3.101 0.611 -0.390 0.311 -0.5900
C -3.326 -13.521 -2.973 1.372 -0.339 0.598 -0.5662
N -2.094 -12.791 -2.216 -3.825 -1.665 -1.487 -0.2429
H -2.000 -13.106 -1.261 -0.385 -0.400 0.247 0.3903
H -1.259 -13.114 -2.683 0.679 0.407 -0.694 0.4255
C -2.327 -11.317 -2.229 2.030 -0.613 0.210 -0.7298
C -1.718 -10.769 -3.528 -0.192 1.399 -0.544 -0.5038
O -0.696 -11.545 -4.111 0.405 -0.335 0.484 -0.3432
C 0.175 -10.848 -5.056 -0.286 0.177 0.930 -0.7278
H -1.853 -17.379 -2.653 -0.180 0.554 0.553 0.3134
H -0.378 -16.899 -3.492 -0.154 0.313 -0.104 0.2494
H -1.975 -16.929 -4.333 0.330 -0.543 -0.236 0.3337
H -3.469 -15.567 -2.242 0.114 0.018 0.373 0.4086
H -3.564 -15.488 -3.958 -0.426 0.491 -0.280 0.4360
H -4.209 -13.303 -2.372 0.122 -0.009 -0.103 0.4152
H -3.436 -13.106 -3.974 0.416 0.534 0.309 0.2953
H -1.811 -11.126 -1.289 0.390 1.399 -0.371 0.4217
H -3.347 -10.961 -2.081 -0.161 -0.699 -0.258 0.3451
H -1.398 -9.760 -3.268 0.399 0.167 -0.076 0.4507
H -2.483 -10.600 -4.286 -0.444 -0.187 0.083 0.4125
H 1.134 -11.365 -5.081 -0.291 -0.207 -0.010 0.2522
H 0.362 -9.849 -4.662 -0.010 0.109 -0.135 0.3229
H -0.252 -10.774 -6.057 -0.184 -0.143 0.123 0.2929
C 14.989 3.073 3.632 0.278 -0.807 -0.441 -0.7423
O 14.254 1.824 3.756 -0.324 0.546 1.352 -0.3485
C 14.742 0.790 2.917 -1.404 1.272 -0.026 -0.4544
C 14.085 -0.563 3.266 0.443 0.644 0.269 -0.8108
N 12.563 -0.602 3.363 1.325 1.320 -0.506 -0.0565
H 12.302 -1.578 3.391 -0.394 -0.475 0.445 0.3895
H 12.309 -0.071 4.184 -0.268 -0.330 0.652 0.3986
C 11.839 0.016 2.225 -0.044 -0.834 -0.878 -0.7327
C 10.469 -0.643 2.033 1.266 0.209 0.948 -0.6854
O 10.684 -2.053 1.804 1.057 3.226 0.135 -0.3262
C 9.542 -2.664 1.358 -1.974 -1.970 -0.630 -0.7809
H 14.911 3.430 2.605 -0.211 0.221 -0.037 0.3234
H 16.053 2.923 3.815 0.112 -0.300 0.104 0.3100
H 14.673 3.833 4.346 -0.538 -0.439 -0.079 0.2604
H 15.823 0.785 3.062 0.102 -0.746 -0.531 0.4998
H 14.415 1.147 1.941 0.709 -0.605 -0.715 0.3411
H 14.448 -0.804 4.265 -0.040 -0.567 -0.166 0.4098
H 14.319 -1.304 2.501 0.350 -0.017 0.264 0.4010
H 12.396 -0.239 1.324 0.196 0.156 -0.001 0.3970
H 11.841 1.099 2.354 -0.220 -0.145 0.057 0.4315
H 10.064 0.005 1.255 -0.659 -0.852 -0.570 0.4668
H 9.878 -0.516 2.941 -0.382 -0.010 0.034 0.3975
H 8.695 -2.598 2.041 0.171 -0.107 0.644 0.3300
H 9.811 -3.710 1.207 -0.257 0.001 0.080 0.2588
H 9.083 -2.319 0.431 0.719 0.494 -0.435 0.3224
B -3.047 3.392 -7.363 0.586 -0.104 -0.186 0.6154
F -3.761 4.056 -6.415 -1.356 1.507 1.488 -0.4003
F -3.137 4.059 -8.582 -0.154 -0.004 -0.591 -0.4057
F -1.737 3.307 -6.948 1.867 0.336 0.286 -0.4099
F -3.503 2.101 -7.374 -1.029 -1.749 -0.779 -0.4001
B -6.630 -5.651 -3.120 -1.062 -1.508 0.657 0.5863
F -7.483 -4.602 -3.116 -2.006 1.740 0.262 -0.3874
F -5.993 -5.758 -1.922 1.008 -0.072 2.372 -0.4042
F -7.307 -6.874 -3.336 -0.499 -0.402 -0.273 -0.4400
F -5.728 -5.437 -4.060 2.634 0.286 -2.935 -0.3551
B 2.816 -4.626 -9.877 0.901 -0.759 -0.123 0.6002
F 1.519 -4.845 -9.540 -1.986 -0.040 0.351 -0.3878
F 3.057 -4.901 -11.199 -0.020 -0.892 -1.783 -0.4014
F 3.225 -3.353 -9.695 0.303 2.672 0.854 -0.3833
F 3.602 -5.448 -9.073 0.858 -1.033 0.822 -0.4278
B 0.533 -5.538 2.999 0.775 1.810 0.679 0.5836
F -0.257 -4.444 2.757 -1.470 1.917 -0.638 -0.4009
F 1.438 -5.616 1.973 1.209 -0.667 -1.324 -0.4095
F 1.204 -5.267 4.189 0.948 -0.086 1.151 -0.4221
F -0.247 -6.601 3.143 -1.402 -2.848 0.041 -0.3514
B 0.414 9.003 2.848 -1.117 -0.142 -0.642 0.6079
F 0.773 10.120 2.147 0.017 1.186 -0.961 -0.3766
F -0.991 8.941 3.055 -0.124 0.213 0.244 -0.4324
F 0.785 7.862 2.176 0.430 -1.401 -0.997 -0.3994
F 1.086 9.025 4.022 0.898 -0.031 2.623 -0.3993
```
Positions in Å, forces in eV/Å.

The value obtained for the frontier orbital gap is 5.113 eV. The charge is +1. The total energy is -130134.663 eV.